Version w
Computed, not measured: a single C3H2FNOS molecule, with the ωB97M-V functional and the def2-TZVPD basis.

Geometry (Å):
C (0.566, -0.069, 0.433)
C (-0.414, -1.173, 0.266)
C (-0.077, 1.028, -0.552)
H (0.571, 0.600, 1.365)
H (-0.418, -2.032, 0.815)
N (-1.428, -0.796, -0.407)
O (-1.260, 0.436, -0.946)
F (1.950, -0.311, 0.206)
S (0.512, 2.316, -1.179)

As for the total charge: 0. The SMILES is F[C@@H]1C=NOC1=S. Its HOMO energy is -0.352 hartree. The lowest unoccupied orbital energy is -0.75 eV. The value obtained for the HOMO-LUMO gap is 8.8227 eV.

=====

Version x
Computed, not measured: a single C3H2FNOS molecule, with the ωB97M-V functional and the def2-TZVPD basis.

Geometry (Å):
C (0.298, 0.888, 0.013)
C (0.640, -0.501, -0.042)
C (3.069, 0.613, -0.477)
N (1.129, 1.830, 0.091)
O (2.603, -2.089, -0.089)
F (4.020, 1.274, 0.087)
S (2.261, -0.734, 0.197)
H (-0.692, 1.247, -0.045)
H (-0.053, -1.371, -0.347)

As for the total charge: 0. Its HOMO energy (alpha / beta) is -0.335 / -0.334 hartree. The lowest unoccupied orbital energy (alpha / beta) is -1.99 / -1.92 eV. The value obtained for the HOMO-LUMO gap (alpha / beta) is 7.1256 / 7.1656 eV.

=====

Version y
Computed, not measured: 3 unconnected molecules or ions with the total composition C3H2FNOS, with the ωB97M-V functional and the def2-TZVPD basis.

Geometry (Å):
C (1.517, 1.044, 1.373)
C (-0.215, 0.184, -1.145)
C (-0.705, 1.224, -0.896)
N (1.442, 2.135, 1.070)
O (-1.411, -3.550, -0.358)
F (-1.885, 1.747, -1.044)
S (-1.008, -2.493, 0.624)
H (1.559, -0.022, 1.477)
H (0.704, -0.267, -1.101)

As for the total charge: 0. The SMILES is C#CF.C#N.O=S. Its HOMO energy (alpha / beta) is -0.353 / -0.353 hartree. The lowest unoccupied orbital energy (alpha / beta) is -1.92 / -1.91 eV. The value obtained for the HOMO-LUMO gap (alpha / beta) is 7.6770 / 7.7089 eV.

=====

Winner for stability: version w

=====

Version w
Computed, not measured: 2 unconnected molecules or ions with the total composition CH6NO2, with the ωB97M-V functional and the def2-TZVPD basis.

Geometry (Å):
O (-0.316, 0.164, 2.860)
H (-0.550, -0.723, 2.560)
N (0.065, -0.430, 0.050)
C (0.529, 0.296, -1.007)
O (-0.298, 0.195, -2.319)
H (-0.549, 0.639, 2.048)
H (0.321, -1.419, 0.017)
H (0.443, 1.368, -0.790)
H (1.512, 0.013, -1.423)
H (-1.157, -0.103, -1.996)

As for the total charge: -1. Its HOMO energy is -0.088 hartree. The lowest unoccupied orbital energy is 4.91 eV. The value obtained for the HOMO-LUMO gap is 7.3087 eV.

=====

Version x
Computed, not measured: 2 unconnected molecules or ions with the total composition CH6NO2, with the ωB97M-V functional and the def2-TZVPD basis.

Geometry (Å):
N (0.840, 1.019, -0.324)
C (-0.660, 0.846, -0.699)
O (-1.207, -0.308, -0.331)
H (0.942, 0.564, 0.582)
H (1.497, 0.472, -0.856)
H (-1.181, 1.776, -0.427)
H (-0.601, 0.892, -1.821)
H (0.520, -2.422, 1.061)
H (-0.406, -1.144, 1.169)
O (0.256, -1.695, 1.646)

As for the total charge: -1. Its HOMO energy is -0.102 hartree. The lowest unoccupied orbital energy is 4.70 eV. The value obtained for the HOMO-LUMO gap is 7.4887 eV.

=====

Winner for stability: version x